{"formula": "C9H12Cl2HoN3O3PY", "method": "wB97M-V/def2-TZVPD", "e_above_lowest_kcal_mol": 0.00, "orbital_gap_ev": [2.652, 2.670], "energy_ha": -2986.63333, "homo_ha": [-0.707, -0.708], "spin_multiplicity": 5, "charge": 4, "species": ["Y", "Ho", "Cl", "Cl", "C", "C", "C", "O", "O", "O", "C", "N", "C", "N", "C", "N", "C", "P", "C", "C", "H", "H", "H", "H", "H", "H", "H", "H", "H", "H", "H", "H"], "xyz": [[0.5732, -1.0637, -5.9153], [-0.4879, -0.2536, -1.5894], [-1.4244, -1.2328, -3.9479], [1.5850, -0.0296, -3.1677], [-1.0715, -2.4314, -0.6278], [0.0167, 0.1912, -7.8268], [-0.0910, -2.1195, -7.9702], [-1.4154, -3.4396, -0.1406], [-0.2168, 0.5923, -8.9008], [-0.2585, -2.6794, -8.9772], [1.4017, 0.3597, 3.2628], [0.7518, 1.6149, 2.9942], [-0.6743, 1.5699, 3.3224], [-1.3510, 0.4381, 2.6184], [-0.6798, -0.8349, 2.8875], [0.7686, -0.7672, 2.5030], [1.0008, -0.5345, 1.0458], [0.3318, 1.0992, 0.4607], [1.0825, 2.2163, 1.6837], [-1.3937, 0.7002, 1.1348], [1.2719, 0.1093, 4.3271], [2.4502, 0.3515, 2.9430], [-1.2033, 2.4764, 3.0204], [-0.7833, 1.4245, 4.4044], [-1.1864, -1.6683, 2.3559], [-0.7156, -1.0704, 3.9711], [2.1161, -0.5234, 0.8796], [0.5547, -1.4113, 0.5018], [0.6509, 3.2280, 1.5865], [2.1713, 2.2940, 1.5842], [-1.7453, -0.1875, 0.5942], [-2.0288, 1.5821, 0.9821]], "forces_ev_per_angstrom": [[0.0, 0.1, 4.6], [0.6, 0.5, -0.3], [0.7, 0.0, -1.5], [-0.4, -0.4, -0.9], [-2.5, -6.9, 3.0], [-1.6, 4.3, -7.6], [-1.1, -5.1, -6.6], [2.0, 5.8, -2.8], [1.3, -2.2, 6.3], [0.8, 3.2, 5.5], [-0.2, -1.0, -0.2], [0.0, 1.2, -0.8], [0.0, -0.5, -0.4], [-0.1, -0.4, -1.4], [0.8, -0.1, 0.0], [-0.6, 0.2, -0.8], [1.1, -0.6, 1.1], [-0.2, -0.1, -0.5], [-0.3, 0.4, 1.9], [0.6, 1.4, 1.9], [0.4, 0.2, -0.3], [-0.1, 0.4, 0.5], [0.3, 0.1, 0.2], [-0.1, 0.0, -0.3], [0.3, 0.5, 0.2], [0.0, 0.2, -0.6], [-1.0, -0.3, 0.0], [0.4, 0.3, 0.2], [0.2, -0.4, 0.1], [-0.2, -0.1, -0.3], [-0.7, -0.3, 0.2], [-0.2, -0.4, -0.2]], "mulliken_charge": [1.77, 1.30, -0.35, -0.39, 0.30, 0.15, 0.09, -0.04, 0.14, 0.18, -0.96, 0.18, -0.85, 0.13, -0.72, 0.11, -0.45, 0.15, -0.56, -0.60, 0.38, 0.39, 0.37, 0.35, 0.25, 0.34, 0.36, 0.32, 0.40, 0.41, 0.50, 0.35]}

=====

{"formula": "C9H12CrN2O5", "method": "wB97M-V/def2-TZVPD", "e_above_lowest_kcal_mol": 96.78, "orbital_gap_ev": [6.670, 5.924], "energy_ha": -1879.49655, "homo_ha": [-0.614, -0.616], "spin_multiplicity": 5, "charge": 2, "species": ["O", "C", "Cr", "O", "C", "C", "O", "C", "O", "C", "N", "C", "C", "O", "N", "C", "C", "H", "H", "H", "H", "H", "H", "H", "H", "H", "H", "H", "H"], "xyz": [[0.0030, -2.3291, -1.9802], [0.6423, -1.3462, -2.0415], [1.4900, 0.3479, -1.9685], [-3.5851, 0.3068, -4.4463], [-2.5360, 0.1905, -4.9293], [2.5392, 0.4382, -3.3389], [2.6218, 0.4738, -4.5242], [0.4108, 1.8724, -1.9803], [-0.3069, 2.8016, -1.8867], [2.0946, 0.2112, -0.0326], [1.1772, -0.0147, 1.0476], [1.6876, 0.0324, 2.3927], [-0.1357, -0.0905, 0.6733], [-0.2606, 0.0306, -0.5822], [-1.2957, -0.3092, 1.3976], [-1.3853, -0.4745, 2.8669], [-2.6317, -0.3728, 0.7276], [3.1464, 0.2782, 0.1784], [1.8535, 1.2706, -0.3850], [2.0421, -0.7606, -0.6230], [1.1886, 0.8504, 2.9860], [1.6136, -0.9949, 2.8576], [2.7543, 0.2963, 2.1875], [-1.9592, 0.3521, 3.3055], [-1.8821, -1.4214, 3.1123], [-0.3783, -0.4808, 3.2837], [-2.8506, 0.5811, 0.2131], [-2.6688, -1.2016, 0.0035], [-3.3889, -0.5378, 1.4856]], "forces_ev_per_angstrom": [[3.4, 5.0, -0.4], [-4.6, -8.8, -1.0], [-4.1, -0.9, 4.6], [3.9, -0.4, -1.8], [-3.8, 0.4, 1.9], [3.3, 0.6, -12.9], [0.4, -0.2, 6.7], [-5.8, 9.1, -0.3], [3.9, -5.3, -0.5], [0.4, -0.1, 2.4], [-0.9, -0.1, 0.9], [1.0, 0.0, 0.9], [-1.7, -0.6, 1.5], [-0.4, 0.7, -2.6], [2.1, 0.3, -0.5], [0.6, 0.1, 0.1], [0.6, 0.4, -1.0], [0.3, -0.1, 1.1], [0.5, -0.7, -0.1], [0.5, 0.7, 0.2], [0.7, -1.0, -0.5], [0.2, 1.3, -0.2], [-0.8, -0.3, 1.2], [0.2, -0.2, -0.2], [0.2, 0.2, -0.2], [-0.5, -0.1, 0.1], [0.1, -0.5, 0.2], [0.1, 0.3, 0.3], [0.1, 0.0, 0.1]], "mulliken_charge": [-0.19, 0.60, -0.28, -0.16, 0.17, 0.33, -0.09, 0.62, -0.18, -0.48, 0.11, -1.07, 0.57, -0.61, 0.03, -0.95, -0.90, 0.75, 0.35, 0.23, 0.43, 0.40, 0.28, 0.37, 0.39, 0.27, 0.32, 0.30, 0.40]}

=====

{"formula": "C9H12F3NO", "method": "wB97M-V/def2-TZVPD", "e_above_lowest_kcal_mol": 44.69, "orbital_gap_ev": 9.923, "energy_ha": -779.65957, "homo_ha": -0.334, "charge": 0, "species": ["C", "C", "N", "C", "C", "C", "C", "C", "O", "C", "C", "F", "F", "F", "H", "H", "H", "H", "H", "H", "H", "H", "H", "H", "H", "H"], "xyz": [[3.3033, 0.8091, 0.4498], [1.7948, 0.5124, 0.7687], [1.1906, 0.6468, -0.5025], [-0.5467, 0.4260, -0.5072], [-1.0904, 1.7261, -0.0270], [-0.9408, -0.7637, 0.2656], [-2.2483, -0.8319, 0.8524], [-2.4114, -2.0820, 1.2635], [-1.3132, -2.8637, 0.9202], [-0.5088, -2.0211, 0.3117], [-0.8640, 0.1349, -1.9321], [-2.1600, -0.1160, -2.1086], [-0.6051, 1.1006, -2.7794], [-0.1787, -0.9488, -2.3669], [3.9047, 0.7110, 1.2149], [3.7365, 0.1254, -0.2083], [3.3638, 1.8266, 0.0068], [1.8378, -0.4704, 1.2937], [1.4990, 1.2007, 1.5170], [1.5559, -0.0327, -1.1302], [-2.1955, 1.7067, 0.1073], [-0.6659, 1.9439, 0.9900], [-0.6948, 2.5345, -0.7291], [-2.9894, -0.0070, 0.7651], [-3.2015, -2.7815, 1.6852], [0.4283, -2.4858, -0.1209]], "forces_ev_per_angstrom": [[-3.7, 2.1, -2.7], [3.3, -1.3, 0.2], [-5.0, 0.3, -0.2], [4.6, -0.1, 0.5], [0.4, 1.6, 0.5], [-1.5, 0.6, 0.2], [-1.0, 1.6, -0.1], [-1.6, -3.5, 0.9], [-1.2, 0.7, 0.7], [4.2, -1.2, -1.6], [0.1, -0.5, -0.8], [-0.9, -0.5, 0.3], [0.8, 1.3, -0.6], [0.0, -0.1, -0.1], [2.8, 0.0, 4.6], [0.2, -1.2, -1.7], [0.2, -0.7, 0.3], [-0.7, 0.1, -0.6], [-0.8, 1.0, 0.4], [0.2, -0.7, -0.5], [0.8, 0.3, -0.5], [-0.3, -0.2, -0.9], [-1.0, -0.9, 1.0], [0.6, -1.1, 0.6], [0.9, 1.7, -0.5], [-1.3, 0.7, 0.7]], "mulliken_charge": [-1.62, -0.16, -0.38, 1.13, -1.58, 0.60, -0.76, -0.53, -0.33, -0.39, 0.71, -0.27, -0.27, -0.27, 0.56, 0.42, 0.32, 0.21, 0.33, 0.35, 0.39, 0.33, 0.32, 0.20, 0.36, 0.35]}

=====

{"formula": "C9H12FI2N", "method": "wB97M-V/def2-TZVPD", "e_above_lowest_kcal_mol": 0.00, "orbital_gap_ev": 7.625, "energy_ha": -1099.92095, "homo_ha": -0.295, "charge": 0, "species": ["C", "C", "C", "C", "C", "C", "C", "C", "C", "N", "F", "I", "I", "H", "H", "H", "H", "H", "H", "H", "H", "H", "H", "H", "H"], "xyz": [[2.9107, -0.3922, -0.6368], [1.5663, -0.4489, 0.0646], [-0.0965, 0.6681, 1.6967], [-1.7967, -1.4803, -0.3997], [-2.8012, -0.3946, -0.6041], [-1.3766, -0.0513, -0.1041], [-0.1466, 1.3436, 3.0083], [1.1949, 0.5193, 0.9097], [0.2745, -0.0087, -2.5723], [-1.2176, 0.3377, 1.1923], [-0.3644, -0.9497, -3.1781], [2.7005, -0.7051, -2.8151], [0.0704, 1.8499, -3.5865], [3.5779, -1.1656, -0.3056], [3.3772, 0.5429, -0.3940], [0.9430, -1.3181, -0.1909], [-1.8528, -1.9730, 0.5642], [-1.2891, -2.0467, -1.1578], [-2.9176, -0.1708, -1.7019], [-3.6127, -0.3825, -0.0044], [-0.6681, 0.4616, -0.7962], [-1.0281, 2.0443, 2.9510], [0.8623, 1.7701, 3.2474], [-0.2499, 0.5765, 3.8659], [1.9402, 1.3734, 0.9471]], "forces_ev_per_angstrom": [[-1.3, -0.1, 0.4], [0.1, -0.4, -0.5], [0.1, -0.8, -1.9], [0.7, 0.3, 1.5], [3.7, 0.1, -3.7], [-0.8, -0.4, -2.5], [0.7, -0.5, 1.9], [0.8, 1.2, 0.1], [0.4, 0.1, 1.3], [-0.1, 0.6, 2.3], [-0.7, -0.5, -1.0], [1.1, 0.0, 0.7], [-0.2, 0.6, -0.6], [0.2, -0.6, -0.1], [0.3, 0.6, -0.5], [0.2, 0.4, 0.4], [-0.3, -0.5, -0.2], [-0.2, 0.0, -0.4], [-0.3, 0.0, 1.4], [-2.4, 0.4, 1.9], [-0.9, -0.6, 0.3], [1.3, -0.6, 0.6], [-1.1, 0.4, -0.3], [-0.3, 1.1, -1.3], [-1.0, -0.9, 0.4]], "mulliken_charge": [-1.09, 0.24, 0.68, -0.66, -0.74, 0.24, -1.15, -0.62, -0.24, -0.67, -0.15, 0.15, 0.00, 0.48, 0.48, 0.44, 0.28, 0.27, 0.16, 0.37, 0.46, 0.33, 0.33, 0.23, 0.17]}

=====

{"formula": "C9H12N2", "method": "wB97M-V/def2-TZVPD", "e_above_lowest_kcal_mol": 153.75, "orbital_gap_ev": [7.639, 7.639], "energy_ha": -459.44250, "homo_ha": [-0.259, -0.259], "charge": 0, "species": ["C", "C", "C", "C", "C", "C", "C", "C", "C", "N", "N", "H", "H", "H", "H", "H", "H", "H", "H", "H", "H", "H", "H"], "xyz": [[0.2642, 1.6453, 0.7297], [0.4330, 0.3728, 0.9275], [-1.1302, 1.1383, -2.1639], [-0.5135, 2.1186, -1.6026], [-2.0368, 0.5288, -1.3284], [-0.8774, 2.1421, -0.1311], [2.2049, -2.8568, 0.9025], [1.4024, -1.8008, 0.1461], [0.7023, -0.8722, 1.0120], [-1.9593, 1.0943, -0.1451], [-2.7374, 0.8658, 0.8527], [0.8344, 2.2687, 1.4148], [-0.9996, 0.6665, -3.2007], [0.2633, 2.7605, -2.0219], [-2.3803, -0.4804, -1.2596], [-1.2867, 3.2125, 0.1961], [3.0385, -2.4350, 1.4393], [1.7196, -3.5029, 1.6705], [2.7194, -3.4818, -0.0071], [0.5348, -2.2210, -0.4530], [1.9682, -1.1684, -0.5272], [0.2785, -1.3904, 1.9050], [-2.4422, 1.3955, 1.6445]], "forces_ev_per_angstrom": [[-0.5, 0.1, 0.9], [0.6, 0.8, -0.8], [0.2, -2.7, -5.2], [2.6, 3.0, 1.1], [-0.8, -1.8, 2.2], [-0.9, 2.1, -0.3], [1.5, -1.6, -2.6], [-1.1, -0.3, -0.8], [-1.4, -1.2, 3.1], [-0.7, 1.7, 1.6], [-0.4, -1.1, -0.4], [0.0, 0.6, -0.7], [0.0, 1.3, 1.5], [-0.3, -0.3, 0.2], [-0.7, -0.2, -0.8], [0.7, -2.5, -0.5], [0.4, 0.5, 0.1], [-0.3, 0.4, -1.1], [-1.2, 0.9, 2.6], [1.3, -0.2, 0.4], [0.6, -0.5, -0.4], [-0.1, 0.5, -0.5], [0.5, 0.6, 0.5]], "mulliken_charge": [-0.92, -0.07, -0.36, -0.76, -0.25, 0.51, -1.12, -0.09, -0.14, 0.81, -1.24, 0.33, 0.30, 0.36, 0.42, 0.26, 0.36, 0.34, 0.26, 0.20, 0.37, 0.21, 0.23]}

=====

{"formula": "C9H12N2", "method": "wB97M-V/def2-TZVPD", "e_above_lowest_kcal_mol": 99.50, "orbital_gap_ev": 8.215, "energy_ha": -459.52895, "homo_ha": -0.289, "charge": 0, "species": ["C", "C", "C", "C", "C", "C", "C", "C", "N", "C", "N", "H", "H", "H", "H", "H", "H", "H", "H", "H", "H", "H", "H"], "xyz": [[2.6986, -1.0580, 0.7251], [2.8212, -0.2659, -0.6123], [1.7907, 0.7831, -0.5338], [0.4589, 0.6579, -0.7832], [-0.3145, 1.8185, -0.5323], [-1.6043, 1.8769, -0.1324], [-2.4801, 0.6561, 0.0615], [-2.2826, -0.6205, 0.3314], [-3.1923, -1.6080, -0.0572], [-1.1669, -1.0115, 1.0804], [-0.2515, -1.1167, 1.7889], [3.6274, -1.7493, 0.8988], [1.6876, -1.5030, 0.6740], [2.5441, -0.4907, 1.6022], [2.5855, -1.0607, -1.4655], [3.7875, 0.2476, -0.7261], [2.1856, 1.7944, -0.3391], [0.0390, -0.3033, -0.9937], [0.1195, 2.8054, -0.8308], [-2.0770, 2.7767, -0.0419], [-3.4256, 0.9880, -0.2723], [-3.4074, -2.5151, 0.4102], [-4.1435, -1.1021, -0.2517]], "forces_ev_per_angstrom": [[1.2, -1.6, -1.1], [-0.4, -1.8, -0.2], [-1.2, 0.7, -1.6], [3.0, 0.2, 0.8], [-1.9, 2.1, -0.5], [1.6, -4.2, 0.3], [1.1, 3.3, -0.8], [-0.6, -1.3, 0.2], [-3.8, 0.5, -0.6], [2.4, 0.0, 1.6], [-1.3, -0.3, -0.8], [-2.1, 0.8, -0.4], [1.0, -0.8, -0.1], [0.4, 1.3, 0.9], [0.8, 1.9, 1.5], [-0.1, -0.7, -0.2], [-0.4, -0.5, 0.2], [-0.3, -0.3, -0.2], [-0.1, -0.9, 0.6], [-1.2, 2.2, 0.2], [-1.5, -0.4, -0.4], [1.0, 1.5, 0.1], [2.4, -1.6, 0.2]], "mulliken_charge": [-1.04, -0.44, -0.41, -0.24, -0.28, -0.82, -0.35, 0.47, -0.56, 0.22, -0.48, 0.27, 0.26, 0.40, 0.24, 0.33, 0.31, 0.64, 0.26, 0.46, 0.23, 0.26, 0.26]}